(1)
16
Properties=species:S:1:pos:R:3:forces:R:3:mulliken_charge:R:1 method="wB97M-V/def2-TZVPD" homo_energy_ev="-13.790 / -13.754" e_lumo_ha="-0.1222 / -0.3061" multiplicity=2 total_energy_ha=-250.4951 s_squared=0.754 total_charge=+1 relative_energy_kcal_mol=58.7
C -2.85854 -0.50402 -0.96253 0.332 0.623 -0.100 -0.56
O -1.45171 -0.16645 -1.10024 0.086 3.834 -2.692 -0.51
H -2.77613 -1.15832 -0.15737 -0.476 -1.149 1.659 0.22
H -3.05407 -1.14450 -1.79872 -0.968 0.104 -0.673 0.30
H -3.65842 0.27599 -0.69340 1.602 -0.709 -0.850 0.26
C 2.33037 -0.27218 -0.11386 -2.448 0.352 -1.329 -0.83
N 1.12876 -0.20462 0.81741 4.933 0.197 1.828 0.06
C 0.96235 1.09241 1.45219 -2.864 0.564 0.430 -0.81
H 2.27335 -1.16743 -0.68332 -0.792 -0.860 -0.870 0.36
H 3.32249 -0.44417 0.23988 0.571 0.398 1.913 0.40
H 2.34663 0.58134 -0.79359 -0.226 -0.040 0.281 0.35
H -1.35996 0.56213 -1.88158 -0.374 -2.681 2.771 0.32
H 1.24886 -0.96419 1.54360 -1.142 0.443 -1.179 0.38
H 0.58699 1.85725 0.71343 0.564 -0.801 0.826 0.32
H 0.31681 1.05441 2.38233 -0.019 -0.288 -1.506 0.34
H 1.86071 1.41418 1.95393 1.224 0.013 -0.510 0.42


(2)
65
Properties=species:S:1:pos:R:3:forces:R:3:mulliken_charge:R:1 method="wB97M-V/def2-TZVPD" homo_energy_ev=-1.527 e_lumo_ha=0.1583 multiplicity=1 total_energy_ha=-1750.2300 total_charge=-2
Sr 12.05474 10.94075 10.59715 -1.295 0.046 -0.496 1.94
C 8.71645 12.69243 7.47755 0.057 0.031 0.052 -1.23
C 9.12949 11.92012 8.75160 0.097 0.850 -0.852 0.86
O 10.36907 12.01177 9.03180 0.503 -0.103 0.147 -0.62
C 8.12703 11.35316 9.49678 -1.763 -0.025 -0.276 -0.96
C 8.16269 10.95891 10.87515 1.391 -0.159 -0.152 0.60
C 6.86210 10.71716 11.55048 -1.103 -0.766 0.529 -1.29
N 9.29122 10.86851 11.52256 -1.158 0.535 -0.034 0.09
N 9.04886 10.89197 12.91011 2.939 -0.383 0.552 -0.50
C 10.25295 10.99543 13.49404 -0.503 0.180 -0.522 -0.04
O 11.40496 11.10289 12.90962 -1.063 -0.184 1.200 -0.59
C 10.23196 11.01510 15.01333 -0.037 0.445 -0.945 0.30
C 9.04540 10.95385 15.71762 0.588 -0.283 2.997 -0.26
C 9.07789 10.84449 17.13644 1.434 -0.367 -0.893 -0.64
C 10.29498 10.77592 17.82464 -0.182 -0.160 0.527 -0.30
C 11.46952 10.99905 17.11145 -0.312 -0.214 0.101 -0.69
C 11.42227 11.13069 15.72587 1.070 -0.075 0.078 -0.24
H 8.95786 13.75800 7.66047 -0.104 -0.408 -0.101 0.27
H 7.62844 12.61104 7.34460 0.332 0.021 -0.315 0.35
H 9.28155 12.39680 6.55542 -0.492 0.001 0.850 0.25
H 7.07281 11.47874 9.12736 1.217 -0.233 0.055 0.00
H 6.11502 10.35683 10.81145 0.301 0.347 0.460 0.41
H 6.48746 11.57778 12.09212 -0.175 0.611 -0.290 0.22
H 6.93385 10.00828 12.39419 0.269 -0.087 -0.684 0.35
H 8.07752 10.90950 15.32068 -0.901 0.021 -1.220 0.51
H 8.19945 10.67119 17.70457 -0.948 0.005 0.204 0.37
H 10.34968 10.47284 18.90943 -0.209 0.655 -1.194 0.27
H 12.40254 11.00186 17.66789 0.087 0.039 -0.314 0.36
H 12.36883 11.26040 15.17637 -0.670 -0.135 0.113 0.28
O 11.41065 14.75403 8.60978 0.275 -0.133 0.006 -0.60
C 12.78755 14.61954 8.91891 -0.325 -0.460 0.415 -0.58
C 13.09454 14.62595 10.41759 1.145 -0.172 -0.694 0.55
C 13.81443 15.68962 10.97258 -0.559 0.618 -0.748 -0.66
C 14.30293 15.61122 12.24890 0.520 0.423 0.104 -0.41
C 14.05099 14.46842 12.96972 -0.052 0.334 1.148 -0.93
C 13.30432 13.47458 12.38744 -0.555 -1.253 0.069 -0.04
N 12.90484 13.50448 11.10099 -0.364 0.231 0.716 0.30
H 11.05945 13.84647 8.59185 -0.338 -0.201 0.202 0.28
H 13.31393 15.44459 8.46795 0.183 0.433 -0.211 0.40
H 13.20296 13.69500 8.48217 -0.068 0.188 0.237 0.18
H 13.93630 16.59965 10.38908 0.109 -0.193 -0.006 0.36
H 14.90379 16.41664 12.68015 -0.269 -0.162 -0.155 0.37
H 14.35037 14.44129 14.02352 -0.070 -0.382 -0.467 0.41
H 12.99459 12.56798 12.94670 0.327 0.673 -0.367 0.23
B 14.08643 6.23980 9.18058 -0.419 0.398 0.040 0.07
C 13.28060 7.63678 9.44490 1.381 -1.851 -0.153 -0.06
N 12.80328 8.64940 9.67726 -0.875 0.993 0.195 -0.70
H 15.25204 6.35038 9.49030 0.039 0.219 0.211 -0.15
H 14.03737 6.01608 8.00259 -0.117 -0.087 -0.429 -0.16
H 13.55023 5.34283 9.79857 -0.082 0.006 0.102 -0.16
O 14.19944 10.69446 11.82677 0.117 -0.195 -0.048 -0.83
C 14.94962 11.02115 10.90828 -0.024 -0.272 -0.795 0.67
N 14.60432 11.28827 9.60947 -1.961 -0.732 1.548 -0.22
C 15.61136 11.86838 8.97499 1.249 0.436 1.272 0.03
O 15.59492 12.39075 7.89184 0.380 0.492 -1.305 -0.76
C 16.80934 11.88198 9.96841 1.865 0.948 -1.156 0.01
C 18.12523 12.39427 9.93049 -1.382 0.872 -2.225 -0.33
C 18.93937 12.23565 11.00248 1.611 0.205 0.972 -0.31
C 18.50747 11.56622 12.14272 -1.300 -0.438 0.652 -0.51
C 17.16753 11.10099 12.23546 1.305 -0.253 -0.370 -0.45
C 16.38871 11.27894 11.10317 0.001 -0.173 1.138 0.49
H 18.50629 13.01951 9.08699 -0.574 -0.821 0.496 0.35
H 19.96562 12.67116 10.94102 -0.873 -0.489 0.264 0.29
H 19.16595 11.44614 12.99203 0.116 -0.053 0.007 0.38
H 16.78662 10.49097 13.06782 0.216 0.647 -0.245 0.41


(3)
12
Properties=species:S:1:pos:R:3:forces:R:3:mulliken_charge:R:1 method="wB97M-V/def2-TZVPD" homo_energy_ev="-11.924 / -12.996" e_lumo_ha="-0.2843 / -0.2539" multiplicity=1 total_energy_ha=-5411.5110 total_charge=+1 relative_energy_kcal_mol=36.5
C 0.05493 -0.45862 0.71176 -2.041 -0.690 -0.905 -0.27
C -1.96913 -0.00443 -2.11517 3.901 1.154 -1.828 -0.16
N 0.16088 0.46289 1.60859 0.932 0.731 1.308 0.02
N 1.03928 -0.78437 -0.05528 4.171 -1.373 -0.823 -0.23
O 1.52223 0.75445 2.14166 -1.030 -0.373 -0.363 -0.46
Br -1.62003 -1.05988 -3.60067 -0.695 0.984 1.294 0.23
Br -0.87630 1.52277 -1.82655 -1.725 -1.508 -0.562 0.20
H -2.44834 -0.41340 -1.28680 -1.306 -0.511 1.348 0.48
H -0.57762 0.43083 2.30272 0.495 0.391 0.367 0.32
H 1.16365 -1.69741 -0.58236 -1.046 1.768 0.978 0.29
H 1.99052 -0.42182 0.22885 -1.142 -0.378 -0.449 0.25
H 1.55994 1.66898 2.47327 -0.514 -0.195 -0.365 0.34


(4)
19
Properties=species:S:1:pos:R:3:forces:R:3:mulliken_charge:R:1 method="wB97M-V/def2-TZVPD" homo_energy_ev=-13.133 e_lumo_ha=-0.1359 multiplicity=1 total_energy_ha=-327.3939 total_charge=+1 relative_energy_kcal_mol=41.2
C 0.76899 -0.25040 -2.36707 -0.577 -0.157 -0.406 0.01
C -0.25434 -1.05068 -2.60225 0.535 -0.221 -0.056 -0.62
N 1.48207 -0.32818 -1.08007 0.669 -0.110 0.481 -0.07
H 1.10584 0.51512 -3.04388 0.113 0.197 0.101 0.33
H -0.82119 -0.95503 -3.51591 0.066 0.047 -0.077 0.28
H -0.49590 -1.89670 -1.96867 -0.193 0.205 0.200 0.25
H 0.78016 -0.31273 -0.32587 0.318 -0.016 0.086 -0.20
H 2.08021 -1.15422 -0.95310 -0.386 -0.216 -0.252 0.41
H 2.14363 0.43795 -0.91570 -0.405 0.254 -0.196 0.46
O -0.28063 2.47222 2.99918 0.665 0.638 0.414 -0.41
C -0.92583 1.68956 2.38477 -0.527 -0.448 -0.149 -0.26
C -0.37654 0.84622 1.26611 0.354 -0.620 -0.856 -0.12
C -0.69228 -0.65206 1.43673 -0.375 0.324 0.709 -1.00
H -1.98996 1.53360 2.62089 -0.234 -0.101 -0.056 0.34
H 0.70244 1.02360 1.20772 -0.021 0.160 0.230 0.26
H -0.80795 1.20180 0.32075 -0.162 0.131 0.117 0.36
H -0.14817 -1.05264 2.29145 0.103 -0.111 -0.095 0.31
H -0.51965 -1.29511 0.57111 0.083 0.076 -0.094 0.30
H -1.75087 -0.77234 1.67381 -0.026 -0.032 -0.102 0.38


Q: Which value of multiplicity does entry 1 give?
A: 2


Please write out number 4 again, unchanged.
19
Properties=species:S:1:pos:R:3:forces:R:3:mulliken_charge:R:1 method="wB97M-V/def2-TZVPD" homo_energy_ev=-13.133 e_lumo_ha=-0.1359 multiplicity=1 total_energy_ha=-327.3939 total_charge=+1 relative_energy_kcal_mol=41.2
C 0.76899 -0.25040 -2.36707 -0.577 -0.157 -0.406 0.01
C -0.25434 -1.05068 -2.60225 0.535 -0.221 -0.056 -0.62
N 1.48207 -0.32818 -1.08007 0.669 -0.110 0.481 -0.07
H 1.10584 0.51512 -3.04388 0.113 0.197 0.101 0.33
H -0.82119 -0.95503 -3.51591 0.066 0.047 -0.077 0.28
H -0.49590 -1.89670 -1.96867 -0.193 0.205 0.200 0.25
H 0.78016 -0.31273 -0.32587 0.318 -0.016 0.086 -0.20
H 2.08021 -1.15422 -0.95310 -0.386 -0.216 -0.252 0.41
H 2.14363 0.43795 -0.91570 -0.405 0.254 -0.196 0.46
O -0.28063 2.47222 2.99918 0.665 0.638 0.414 -0.41
C -0.92583 1.68956 2.38477 -0.527 -0.448 -0.149 -0.26
C -0.37654 0.84622 1.26611 0.354 -0.620 -0.856 -0.12
C -0.69228 -0.65206 1.43673 -0.375 0.324 0.709 -1.00
H -1.98996 1.53360 2.62089 -0.234 -0.101 -0.056 0.34
H 0.70244 1.02360 1.20772 -0.021 0.160 0.230 0.26
H -0.80795 1.20180 0.32075 -0.162 0.131 0.117 0.36
H -0.14817 -1.05264 2.29145 0.103 -0.111 -0.095 0.31
H -0.51965 -1.29511 0.57111 0.083 0.076 -0.094 0.30
H -1.75087 -0.77234 1.67381 -0.026 -0.032 -0.102 0.38


Q: Look up the multiplicity of the third one.
A: 1